# 1
Below is a 2-piece molecular cluster, H8N4P overall at a distorted geometry, with properties calculated with the ωB97M-V functional and the def2-TZVPD basis.

Element x y z (Å)
N (-2.0574, -0.4462, 0.1897)
N (0.6164, -0.7722, 0.2981)
N (3.3891, -0.1098, 0.1446)
N (1.5706, 1.5953, -0.7274)
P (1.9173, 0.1976, -0.0573)
H (-2.8255, -1.1437, 0.0272)
H (-2.0003, -0.4896, 1.2288)
H (-0.3819, -0.3372, 0.2823)
H (0.7719, -1.7154, 0.5709)
H (-2.5134, 0.4743, -0.0633)
H (3.4561, -1.1796, 0.2967)
H (2.3482, 1.9677, -1.4170)
H (0.6764, 1.8865, -1.1297)

Values from the calculation:
charge	+1
Kohn-Sham gap	11.005	eV
relative energy (zero: lowest compared OMol25 entry of this formula, charge and spin)	49.9	kcal per mole
HOMO	-15.0	eV
LUMO level	-4.03	eV

---

# 2
Below is C23H34ErNO2P2Te as an isolated structure at a distorted geometry, with properties calculated with the ωB97M-V functional and the def2-TZVPD basis.

Element x y z (Å)
C (-3.3676, -2.4274, -1.4792)
C (-2.0960, -1.9056, -1.1963)
N (-1.9572, -0.8500, -0.3401)
C (-3.0525, -0.2907, 0.2512)
C (-4.3409, -0.7621, -0.0302)
C (-4.5016, -1.8460, -0.9025)
C (-0.8483, -2.4422, -1.8502)
P (0.6636, -2.0247, -0.8457)
Er (0.0000, 0.0000, 0.0000)
P (-1.2029, 1.7190, 0.8804)
C (-2.7969, 0.8085, 1.2572)
C (1.8833, 0.8082, 0.2367)
C (2.8782, 0.1803, 1.0291)
C (4.1781, 0.6965, 1.1480)
C (4.5382, 1.8802, 0.4858)
C (3.5734, 2.5358, -0.2929)
C (2.2772, 2.0068, -0.4140)
O (0.0627, -1.1644, -4.6191)
O (1.4859, 0.8242, -3.4119)
H (-3.4568, -3.2749, -2.1649)
H (-5.2046, -0.2912, 0.4481)
H (-5.5001, -2.2345, -1.1271)
C (0.8573, -3.4250, 0.3362)
C (2.0809, -2.2208, -1.9934)
H (-3.6744, 1.4697, 1.3653)
H (-2.6067, 0.3332, 2.2399)
H (-0.6714, -1.9190, -2.8223)
H (-0.9484, -3.5194, -2.0733)
C (-0.7405, 2.5040, 2.4761)
C (-1.7161, 3.1389, -0.1764)
H (2.6185, -0.7344, 1.5754)
H (4.9145, 0.1719, 1.7695)
H (5.5515, 2.2865, 0.5789)
H (3.8300, 3.4661, -0.8151)
H (1.5505, 2.5358, -1.0434)
H (0.8838, 0.7953, -2.6083)
H (2.3694, 0.9179, -3.0112)
H (0.7038, -0.4792, -4.2873)
H (-0.6931, -0.6191, -4.9017)
H (-0.0985, 0.6915, -1.5531)
H (0.9836, -4.3901, -0.1860)
H (1.7374, -3.2293, 0.9713)
H (-0.0335, -3.4566, 0.9841)
H (2.0944, -3.2155, -2.4699)
H (2.0050, -1.4309, -2.7550)
H (3.0056, -2.0667, -1.4118)
H (-2.4513, 3.7932, 0.3248)
H (-0.8157, 3.7226, -0.4324)
H (-2.1389, 2.7355, -1.1109)
H (-1.5222, 3.1853, 2.8551)
H (-0.5369, 1.7041, 3.2056)
H (0.1951, 3.0651, 2.3139)
Te (0.1420, -1.3874, 2.7754)
C (0.3229, -0.1749, 4.5021)
C (-0.6667, -0.2943, 5.4876)
C (-0.5837, 0.4532, 6.6635)
C (0.4896, 1.3261, 6.8590)
C (1.4815, 1.4473, 5.8779)
C (1.4027, 0.6930, 4.7001)
H (-1.4969, -0.9749, 5.3444)
H (-1.3479, 0.3512, 7.4242)
H (0.5545, 1.9029, 7.7721)
H (2.3126, 2.1220, 6.0340)
H (2.1736, 0.7838, 3.9470)

Values from the calculation:
Kohn-Sham gap (alpha / beta)	6.460 / 6.488	eV
2S+1	4
HOMO (alpha / beta)	-6.8 / -6.8	eV
LUMO level (alpha / beta)	-0.36 / -0.33	eV

---

# 3
Below is one molecule with the formula C7H12INO4S at a distorted geometry, with properties calculated with the ωB97M-V functional and the def2-TZVPD basis.

Element x y z (Å)
C (-1.4474, 0.6876, 2.7582)
C (-1.5115, 0.1967, 1.2446)
O (-2.5581, 0.4784, 0.6068)
N (-0.4829, -0.5972, 0.5382)
C (-0.0280, -1.6737, 1.4926)
C (0.7090, 0.2100, 0.1482)
C (1.5460, -0.6889, -0.9186)
C (0.7536, -0.9534, -2.2852)
O (0.9979, 0.1765, -3.1925)
S (-0.2552, 1.3053, -3.1109)
O (-1.4346, 0.5874, -3.7405)
O (-0.7460, 1.5404, -1.5020)
C (0.3826, 1.5920, -0.5974)
I (0.2683, 3.3149, 0.7858)
H (-2.3777, 0.2496, 3.2806)
H (-0.5505, 0.3106, 3.3492)
H (-1.5736, 1.8234, 2.8339)
H (0.9508, -1.4289, 2.0266)
H (-0.7962, -1.9126, 2.3009)
H (0.1168, -2.6303, 0.8704)
H (1.4274, 0.4151, 1.0097)
H (1.8892, -1.6820, -0.4844)
H (2.5027, -0.1134, -1.2091)
H (1.2674, -1.8526, -2.7899)
H (-0.3528, -1.1830, -2.1623)
H (1.3028, 1.8282, -1.2529)

Values from the calculation:
Kohn-Sham gap	9.716	eV
relative energy (zero: lowest compared OMol25 entry of this formula, charge and spin)	4.0	kcal per mole
HOMO	-9.8	eV
LUMO level	-0.09	eV

---

# 4
Below is one molecule with the formula C6H15O2P at a distorted geometry, with properties calculated with the ωB97M-V functional and the def2-TZVPD basis.

Element x y z (Å)
C (1.4225, 2.7372, -1.9047)
C (0.8009, 1.3379, -1.8658)
C (0.5281, 1.0895, -0.4020)
C (-0.3065, -0.2184, -0.1946)
C (-0.5144, -0.6465, 1.2616)
C (-0.7691, -2.2151, 1.4406)
O (0.2550, -2.8590, 0.8081)
O (-2.0446, -2.6105, 0.9920)
P (-0.6007, -2.3039, 3.3074)
H (2.4698, 2.5826, -1.6063)
H (1.7492, 3.1655, -2.9153)
H (0.9387, 3.4636, -1.2803)
H (-0.0492, 1.1138, -2.4455)
H (1.6382, 0.6949, -2.0922)
H (0.0131, 1.8422, 0.2283)
H (1.4952, 1.0189, 0.1873)
H (0.1557, -1.0489, -0.6144)
H (-1.1788, 0.2551, -0.8310)
H (0.4376, -0.5261, 1.7952)
H (-1.2773, -0.0205, 1.8299)
H (0.3423, -3.8706, 0.8891)
H (-2.6988, -1.9668, 1.2485)
H (-1.3726, -3.4801, 3.5490)
H (-1.6681, -1.5039, 3.5811)

Values from the calculation:
SMILES string	CCCCCC(O)(O)P
Kohn-Sham gap	9.625	eV
relative energy (zero: lowest compared OMol25 entry of this formula, charge and spin)	105.7	kcal per mole
HOMO	-9.0	eV
LUMO level	0.65	eV

---

# 5
Below is C39H48IrN5O2PS as an isolated structure at a distorted geometry, with properties calculated with the ωB97M-V functional and the def2-TZVPD basis.

Element x y z (Å)
Ir (-0.5889, -0.3919, 0.1597)
O (-0.0237, -0.4800, 2.2178)
N (1.0472, 0.2167, 2.6183)
C (1.0830, 0.5879, 3.9145)
C (2.1627, 1.2602, 4.4191)
C (3.2259, 1.5583, 3.5639)
C (3.1584, 1.1847, 2.2437)
C (2.0399, 0.5075, 1.7434)
S (1.8306, 0.0247, 0.1115)
H (0.2067, 0.3047, 4.4790)
H (2.1655, 1.5553, 5.4574)
H (4.0917, 2.0889, 3.9355)
H (3.9529, 1.4151, 1.5492)
N (1.1513, 3.1049, -0.1349)
C (0.0033, 3.8694, -0.1312)
C (0.1367, 5.2691, -0.1666)
C (-0.9575, 6.0986, -0.1284)
C (-2.2393, 5.5546, -0.0541)
C (-2.3742, 4.1854, -0.0167)
C (-1.2763, 3.3100, -0.0569)
P (-1.7521, 1.5268, 0.0560)
C (-2.7896, 1.6259, 1.5690)
C (-2.1064, 1.7293, 2.7800)
C (-2.7920, 1.8531, 3.9753)
C (-4.1809, 1.8706, 3.9808)
C (-4.8701, 1.7913, 2.7814)
C (-4.1805, 1.6802, 1.5814)
C (-2.9163, 1.4359, -1.3633)
C (-3.9568, 0.5086, -1.3758)
C (-4.7944, 0.3935, -2.4741)
C (-4.5960, 1.1984, -3.5868)
C (-3.5611, 2.1228, -3.5870)
C (-2.7293, 2.2432, -2.4839)
H (1.0740, 2.1441, -0.4380)
H (1.9803, 3.5680, -0.4678)
H (1.1353, 5.6873, -0.2234)
H (-0.8183, 7.1716, -0.1573)
H (-3.1132, 6.1903, -0.0250)
H (-3.3734, 3.7721, 0.0392)
H (-1.0215, 1.7241, 2.7775)
H (-2.2462, 1.9435, 4.9063)
H (-4.7209, 1.9624, 4.9140)
H (-5.9519, 1.8263, 2.7732)
H (-4.7414, 1.6395, 0.6590)
H (-4.1241, -0.1359, -0.5246)
H (-5.6004, -0.3294, -2.4569)
H (-5.2465, 1.1076, -4.4471)
H (-3.3999, 2.7588, -4.4480)
H (-1.9248, 2.9650, -2.5026)
C (0.9043, 1.3264, -4.9288)
C (0.0310, 0.0716, -5.0635)
C (-0.5552, -0.1195, -3.6540)
O (0.0546, 0.8533, -2.8107)
C (1.2370, 1.3192, -3.4439)
H (0.3422, 2.2271, -5.1779)
H (1.7906, 1.2925, -5.5612)
H (0.6388, -0.7872, -5.3500)
H (-0.7484, 0.1873, -5.8151)
H (-0.3508, -1.1197, -3.2564)
H (-1.6342, 0.0415, -3.6175)
H (2.0809, 0.6498, -3.2260)
H (1.4622, 2.3050, -3.0359)
N (0.4959, -5.5233, 2.0456)
C (0.0173, -5.5438, 0.6152)
C (-0.3581, -4.1149, 0.2392)
N (0.7127, -3.1742, 0.4511)
C (1.2580, -3.2080, 1.7844)
C (1.6799, -4.6070, 2.2256)
H (0.7152, -6.4655, 2.3680)
H (-0.2708, -5.1773, 2.6298)
H (-0.8248, -6.2319, 0.5579)
H (0.8477, -5.9278, 0.0229)
H (-1.2216, -3.8019, 0.8387)
H (-0.6932, -4.0811, -0.7960)
H (1.4218, -3.1830, -0.2694)
H (0.5030, -2.8162, 2.4768)
H (2.1096, -2.5298, 1.8459)
H (1.9718, -4.6520, 3.2740)
H (2.4777, -5.0161, 1.6061)
C (-2.8430, -2.8319, -2.6269)
C (-3.5222, -2.9657, -1.2965)
C (-4.6566, -3.7450, -1.1595)
C (-5.2970, -3.8731, 0.0698)
C (-4.7818, -3.2135, 1.1711)
C (-3.6505, -2.4057, 1.0857)
C (-3.1455, -1.7286, 2.3353)
C (-3.0146, -2.2702, -0.1685)
N (-1.8615, -1.5590, -0.3378)
H (-3.2402, -3.5577, -3.3353)
H (-1.7619, -2.9683, -2.5395)
H (-2.9831, -1.8308, -3.0432)
H (-5.0447, -4.2631, -2.0287)
H (-6.1857, -4.4827, 0.1641)
H (-5.2677, -3.3152, 2.1355)
H (-3.1959, -2.4190, 3.1813)
H (-3.7653, -0.8663, 2.5959)
H (-2.1247, -1.3698, 2.2381)

Values from the calculation:
charge	+1
Kohn-Sham gap (alpha / beta)	5.731 / 5.730	eV
HOMO (alpha / beta)	-8.5 / -8.5	eV
LUMO level (alpha / beta)	-2.80 / -2.80	eV